No. 1
The following is a DFT calculation (ωB97M-V with the def2-TZVPD basis set) of C13H15KN7O as an isolated structure.

Results
- Energy relative to the best compared isomer or geometry (same formula, charge and spin): 0.0510 eV
- Lowest unoccupied orbital energy: -2.64 eV
- 2S+1: 1
- Charge: +1
- Strongest force on any atom: 0.44 eV Å⁻¹
- E: -1562.7268 Ha

Positions of all 37 atoms, in Å:
H  2.43188  1.12720  -3.30056
N  1.51045  -0.90166  1.00725
C  -4.83904  -0.68698  0.85390
H  0.28594  -1.50623  2.58371
O  -7.17834  -0.42120  1.04482
H  3.18855  -0.88874  -0.15264
N  -6.32728  -2.29498  1.96689
H  -1.54878  -1.41984  0.75053
N  4.81420  2.02356  -4.15384
C  -3.67194  -1.40783  1.04920
H  2.24401  -3.35934  3.08821
H  -3.65655  -2.38003  1.52411
H  -5.65514  1.11391  0.04839
N  2.71616  -1.35222  0.60402
C  -3.51939  0.99250  -0.20074
H  -5.54330  -2.87567  2.19245
C  2.21588  -2.61526  2.31138
C  -4.75554  0.53831  0.21414
N  -2.38040  0.31313  -0.01037
N  5.01040  2.85708  -2.02068
H  2.85311  2.64119  0.53839
N  2.51754  1.82909  -1.35742
H  5.64173  2.54998  -4.37665
H  5.08740  3.53926  -0.07679
C  4.49095  3.00254  -0.80535
K  0.13807  1.01205  -0.47335
C  3.17117  -2.37213  1.35553
C  3.02019  1.67265  -2.56949
H  4.25090  1.70353  -4.91988
C  -6.22685  -1.13233  1.28390
C  4.28221  2.19625  -2.91380
H  -7.24353  -2.57793  2.27074
H  -3.44021  1.94535  -0.71155
C  3.25243  2.50163  -0.45830
C  1.20978  -1.67060  2.04892
C  -2.47450  -0.86855  0.60729
H  4.12785  -2.82772  1.15766



No. 2
The following is a DFT calculation (ωB97M-V with the def2-TZVPD basis set) of a 6-piece molecular cluster, C18H49ClNO5 overall.

Results
- Lowest unoccupied orbital energy: -2.75 eV
- 2S+1: 1
- Charge: +1
- Strongest force on any atom: 0.74 eV Å⁻¹
- E: -1606.1345 Ha

Positions of all 74 atoms, in Å:
C  1.87093  -0.67497  3.75863
H  5.46986  -4.00443  5.34331
C  -1.76095  -0.16904  -0.02769
H  -3.63214  -0.08438  -2.16359
H  -6.73898  0.38921  -3.87652
H  7.38654  -1.91953  4.53480
C  -0.92900  -0.42964  -9.16096
H  0.37395  5.30670  1.12154
H  5.85924  -3.52753  8.21564
C  -1.45529  4.21221  0.79084
C  -1.11851  -0.47800  -7.65373
H  0.00016  3.10327  0.09974
H  -1.05506  6.06237  1.83723
C  -3.06238  -0.86194  0.31513
H  -1.83920  0.89302  0.18866
H  -3.85189  -0.28193  -0.15394
H  -1.40108  -1.48931  -7.35620
Cl  -3.09936  -2.47502  -0.47861
H  3.52114  -2.06316  3.87455
C  -0.56921  5.10790  1.63775
H  2.96579  0.88630  4.77374
C  2.70623  0.59228  3.75777
H  -2.43754  4.18780  -1.13402
H  3.63416  0.43473  3.20154
H  0.18876  -0.10952  0.72800
H  2.16781  1.41595  3.28624
H  0.41636  0.96059  -7.16808
H  -1.58800  -0.26758  -1.09691
H  -0.77696  -1.05235  1.63620
H  -6.23188  1.24614  -2.41360
H  0.92829  -0.49005  4.27629
O  5.27075  -3.11191  5.64587
H  2.31395  -1.19723  1.92356
C  -1.80119  4.84797  -0.54393
O  -3.62257  0.75082  -2.63782
C  -4.21277  -0.46917  -4.65084
H  0.98426  -0.71492  -7.17399
H  -0.33503  4.63227  2.59030
O  -0.81801  2.93785  0.58111
C  7.61676  -2.54781  5.39574
C  -3.38282  -0.96361  1.81511
H  7.87053  -3.54422  5.02390
H  -0.68918  0.58832  -9.47998
H  6.95059  -4.51251  7.24109
H  8.49307  -2.13913  5.89916
O  -2.21763  0.34500  -7.25861
H  -0.01010  -0.11405  -5.83533
H  -3.64772  -1.97846  2.08722
H  -0.89190  5.03929  -1.12025
C  2.59631  -1.83613  4.40847
C  6.72246  -3.48925  7.55152
H  -4.56142  1.60020  -4.20933
H  -1.84332  -0.73139  -9.67091
C  -4.59521  0.64187  -3.69079
O  1.49619  -1.01947  2.40291
H  7.57533  -3.10504  8.11135
H  -3.22333  -0.29567  -5.06945
H  6.15651  -1.61920  6.66496
H  -2.55750  -0.62454  2.44315
C  -5.97875  0.43497  -3.09726
H  -0.11931  -1.08661  -9.47994
H  1.97732  -2.73388  4.39724
H  -2.00991  1.25145  -7.50940
H  -4.92159  -0.53790  -5.47544
H  -2.31995  5.79566  -0.40274
H  -4.21381  -0.30314  2.04682
H  -2.37218  3.98418  1.33575
H  -0.24907  -1.58785  0.17238
C  0.14579  -0.06784  -6.91407
N  -0.59038  -0.76765  0.67367
C  6.42582  -2.62476  6.33741
H  2.85821  -1.61113  5.44017
H  -4.19888  -1.43168  -4.12782
H  -6.01213  -0.50377  -2.53468



No. 3
The following is a DFT calculation (ωB97M-V with the def2-TZVPD basis set) of an isolated ion of composition NO4S and charge -1.

Results
- Energy relative to the best compared isomer or geometry (same formula, charge and spin): 0.5829 eV
- Lowest unoccupied orbital energy: 4.22 eV
- 2S+1: 1
- Charge: -1
- Strongest force on any atom: 3.48 eV Å⁻¹
- E: -753.8838 Ha

Positions of all 6 atoms, in Å:
O  0.82894  0.41252  0.60470
S  -0.95823  0.05645  -0.19627
N  1.77371  -0.16754  0.00782
O  -1.60844  -0.66500  0.84973
O  1.53860  -1.02189  -0.84209
O  -1.57457  1.38545  -0.42388



No. 4
The following is a DFT calculation (ωB97M-V with the def2-TZVPD basis set) of C13H11Cl2N5O3RuS3 as an isolated structure.

Results
- Energy relative to the best compared isomer or geometry (same formula, charge and spin): 14.1152 eV
- Lowest unoccupied orbital energy: 0.19 eV
- 2S+1: 1
- Strongest force on any atom: 1.26 eV Å⁻¹
- E: -3210.9011 Ha

Positions of all 38 atoms, in Å:
O  -0.06581  1.23745  -3.37840
C  1.58789  1.89299  -0.43254
C  -4.17517  -1.11778  0.17067
H  2.86261  -3.14093  1.91704
H  5.10470  -2.32596  -1.58272
N  -1.94685  -0.71832  -0.25389
S  -3.24920  3.11659  2.36585
Cl  2.40472  2.57557  0.96754
C  -3.96507  1.72632  1.62779
C  -3.12890  -0.28091  0.31747
O  -1.48773  1.80416  -1.62730
Cl  2.33683  0.38673  -1.05772
C  4.34752  -1.79015  -0.98903
N  -1.72064  1.49609  1.11033
N  -1.06527  -2.51324  -1.46003
S  -3.68165  -2.52393  -0.70939
H  -5.02354  1.54303  1.68684
C  4.10043  -0.74765  -1.77979
H  -5.18203  -1.01238  0.53479
H  4.53366  -3.48593  0.29994
C  2.17382  -1.18550  1.05185
S  0.46090  -1.15230  1.37959
C  -1.69153  2.60869  1.80014
C  -3.01341  0.98743  1.02743
H  -1.16411  -3.48469  -1.69447
Ru  -0.30610  0.52917  -0.12730
O  1.08271  -0.54029  -1.32567
H  -0.12940  -2.18446  -1.24100
C  3.02760  -2.37569  1.16817
C  -2.07331  -1.89360  -0.81998
C  3.96717  -2.56332  0.21963
H  -0.60461  4.19173  2.50316
H  2.15309  0.85891  -2.34478
N  2.81363  -0.19642  0.55814
C  -0.70664  1.44416  -2.43729
N  -0.56978  3.28431  2.07880
H  1.67691  2.60741  -1.25133
H  0.31656  2.94271  1.72745



No. 5
The following is a DFT calculation (ωB97M-V with the def2-TZVPD basis set) of the molecule C5H9P.

Results
- Energy relative to the best compared isomer or geometry (same formula, charge and spin): 3.4430 eV
- Lowest unoccupied orbital energy (spin up / spin down): -0.50 / 0.26 eV
- 2S+1: 1
- Strongest force on any atom: 4.58 eV Å⁻¹
- E: -537.0868 Ha

Positions of all 15 atoms, in Å:
C  -1.44536  -0.40185  -0.17815
P  -2.90685  0.34445  -0.09104
C  1.62229  1.57849  0.39661
H  -1.39569  -2.29017  -0.36775
H  2.08518  1.36239  1.42258
C  1.13554  0.19928  -0.21102
H  1.79664  -0.53304  0.08361
H  -0.28172  1.02390  -1.53924
C  -1.25646  -1.61686  0.51772
H  -0.02867  -0.77644  -1.60093
H  -1.99717  -1.77429  1.36705
C  -0.10698  0.10864  -0.89968
H  -0.19729  -1.52496  0.89919
H  2.27784  2.06460  -0.30707
H  0.69868  2.23587  0.50812



No. 6
The following is a DFT calculation (ωB97M-V with the def2-TZVPD basis set) of C4H8K3NO9S as an isolated structure.

Results
- Energy relative to the best compared isomer or geometry (same formula, charge and spin): 3.6463 eV
- Lowest unoccupied orbital energy: -6.43 eV
- 2S+1: 1
- Charge: +2
- Strongest force on any atom: 6.98 eV Å⁻¹
- E: -3086.4976 Ha

Positions of all 26 atoms, in Å:
S  3.95798  21.57635  -11.01168
N  7.07252  12.40383  -5.27303
O  12.61855  19.23950  -8.44830
O  3.78020  21.76827  -9.54591
H  7.83861  11.56388  -7.02065
C  4.82317  19.50695  -12.25362
O  5.19969  20.50040  -11.32646
H  4.92488  18.52852  -11.78412
K  16.25338  22.32835  -6.50227
H  8.76859  12.88310  -6.59609
K  16.76849  18.39546  -11.20132
H  5.52546  19.56804  -13.08498
C  7.72527  12.56792  -6.61181
O  7.21389  13.24786  -4.42162
O  6.32921  11.48832  -5.21717
H  9.84184  19.40757  -9.01379
O  2.83112  20.51384  -11.58768
O  4.10037  22.72671  -11.83285
C  11.39047  19.07533  -8.45270
O  10.77728  18.20731  -7.82927
H  2.85838  18.78912  -12.74211
K  8.93989  18.01535  -3.03251
C  3.38437  19.73734  -12.63113
H  7.09826  13.25379  -7.18150
H  3.27410  20.30585  -13.55456
O  10.69280  19.82972  -9.15257